[1]
The following is a quantum chemistry calculation of a 2-piece molecular cluster, C9H14 overall in a non-equilibrium geometry, from the Open Molecules 2025 dataset.

## Properties
frontier orbital gap = 9.9 eV
LUMO energy = 1.043 eV

```
! RIJCOSX wB97M-V def2-TZVPD def2/J DEFGRID3
* xyz 0 1
C -0.66 1.30 -1.19
C 0.38 1.19 -0.06
C 0.57 2.21 0.98
C 1.59 2.05 1.82
C 2.51 0.96 1.67
C 2.38 -0.01 0.73
C 1.19 0.09 -0.08
H -0.01 0.88 -2.08
H -0.75 2.41 -1.31
H -1.58 0.71 -1.09
H -0.28 2.94 1.02
H 1.54 2.64 2.74
H 3.38 1.11 2.29
H 3.15 -0.80 0.82
H 1.04 -0.74 -0.60
C -1.12 -2.55 -0.80
C -2.52 -1.78 -0.60
H -0.33 -1.86 -0.98
H -0.86 -3.08 0.02
H -1.00 -3.17 -1.80
H -2.35 -0.94 0.17
H -3.43 -2.29 -0.17
H -2.82 -1.25 -1.51
*
```

Results of the Mulliken charge analysis, in e, for atoms 1 through 4: -1.01 0.75 -0.49 -0.48

=====

[2]
The following is a quantum chemistry calculation of a 2-piece molecular cluster, C9H14 overall in a non-equilibrium geometry, from the Open Molecules 2025 dataset.

## Properties
frontier orbital gap = 10.1 eV
LUMO energy = 1.019 eV

```
! RIJCOSX wB97M-V def2-TZVPD def2/J DEFGRID3
* xyz 0 1
C 2.02 -1.71 0.29
C 1.56 -0.50 -0.47
C 2.10 0.75 -0.20
C 1.66 1.91 -0.84
C 0.59 1.83 -1.71
C 0.07 0.57 -2.02
C 0.56 -0.58 -1.44
H 2.91 -1.47 0.87
H 2.17 -2.60 -0.32
H 1.25 -1.96 1.03
H 2.91 0.86 0.50
H 2.23 2.79 -0.61
H 0.29 2.70 -2.30
H -0.78 0.49 -2.69
H 0.12 -1.52 -1.77
C -2.52 0.43 1.04
C -2.38 -0.85 1.86
H -3.28 0.31 0.26
H -2.94 1.19 1.70
H -1.66 0.86 0.51
H -3.12 -0.91 2.66
H -2.34 -1.76 1.28
H -1.42 -0.83 2.38
*
```

Results of the Mulliken charge analysis, in e, for atoms 1 through 4: -1.31 0.81 -0.46 -0.45

=====

[3]
The following is a quantum chemistry calculation of a 2-piece molecular cluster, C9H14 overall in a non-equilibrium geometry, from the Open Molecules 2025 dataset.

## Properties
frontier orbital gap = 10.0 eV
LUMO energy = 1.006 eV

```
! RIJCOSX wB97M-V def2-TZVPD def2/J DEFGRID3
* xyz 0 1
C -0.55 1.86 2.82
C -0.79 1.27 1.44
C -2.08 1.26 0.83
C -2.03 0.75 -0.47
C -0.93 0.53 -1.24
C 0.30 0.85 -0.67
C 0.38 1.05 0.70
H -0.65 1.09 3.58
H -1.18 2.71 3.06
H 0.40 2.41 2.80
H -3.07 1.23 1.25
H -3.00 0.61 -1.00
H -1.01 0.06 -2.22
H 1.14 0.75 -1.36
H 1.36 0.98 1.17
C 1.76 -2.98 -2.14
C 2.74 -3.19 -1.02
H 1.19 -2.05 -2.15
H 2.29 -3.01 -3.12
H 1.05 -3.81 -2.27
H 3.76 -3.26 -1.40
H 2.72 -2.43 -0.25
H 2.51 -3.99 -0.30
*
```

Results of the Mulliken charge analysis, in e, for atoms 1 through 4: -1.31 1.04 -0.81 -0.12

=====

[4]
The following is a quantum chemistry calculation of a 2-piece molecular cluster, C9H14 overall in a non-equilibrium geometry, from the Open Molecules 2025 dataset.

## Properties
frontier orbital gap = 9.8 eV
LUMO energy = 0.938 eV

```
! RIJCOSX wB97M-V def2-TZVPD def2/J DEFGRID3
* xyz 0 1
C -1.69 0.15 -2.03
C -1.60 -0.01 -0.55
C -2.30 0.88 0.34
C -2.25 0.61 1.70
C -1.59 -0.46 2.31
C -1.12 -1.33 1.41
C -0.93 -1.09 0.01
H -2.07 1.19 -2.33
H -2.61 -0.45 -2.37
H -0.91 -0.39 -2.53
H -2.87 1.62 -0.10
H -2.96 1.30 2.30
H -1.36 -0.52 3.38
H -0.46 -2.20 1.75
H -0.24 -1.66 -0.54
C 2.95 0.85 -0.89
C 3.33 -0.36 0.12
H 2.50 0.53 -1.89
H 2.24 1.45 -0.21
H 3.83 1.37 -0.99
H 4.21 -0.75 -0.15
H 3.48 0.22 1.08
H 2.42 -0.96 0.20
*
```

Results of the Mulliken charge analysis, in e, for atoms 1 through 4: -1.33 1.01 -0.75 -0.15

=====

[5]
The following is a quantum chemistry calculation of a 2-piece molecular cluster, C9H14 overall in a non-equilibrium geometry, from the Open Molecules 2025 dataset.

## Properties
frontier orbital gap = 10.0 eV
LUMO energy = 1.041 eV

```
! RIJCOSX wB97M-V def2-TZVPD def2/J DEFGRID3
* xyz 0 1
C 1.87 1.83 -0.89
C 1.38 1.25 0.43
C 1.34 1.98 1.62
C 0.71 1.46 2.72
C 0.07 0.21 2.72
C -0.05 -0.41 1.49
C 0.63 0.07 0.37
H 2.68 1.21 -1.28
H 2.27 2.83 -0.71
H 1.05 1.84 -1.60
H 1.98 2.85 1.67
H 0.55 2.01 3.64
H -0.20 -0.19 3.69
H -0.67 -1.27 1.31
H 0.62 -0.62 -0.45
C -1.78 -1.15 -1.95
C -1.69 -2.65 -1.81
H -1.75 -0.77 -2.98
H -2.70 -0.62 -1.67
H -1.03 -0.60 -1.39
H -2.53 -3.02 -1.19
H -0.97 -2.97 -1.05
H -1.78 -3.26 -2.70
*
```

Results of the Mulliken charge analysis, in e, for atoms 1 through 4: -1.29 0.58 -0.58 -0.38

=====

[6]
The following is a quantum chemistry calculation of a 2-piece molecular cluster, C9H14 overall in a non-equilibrium geometry, from the Open Molecules 2025 dataset.

## Properties
frontier orbital gap = 10.0 eV
LUMO energy = 0.891 eV

```
! RIJCOSX wB97M-V def2-TZVPD def2/J DEFGRID3
* xyz 0 1
C 1.29 2.13 -1.35
C 1.35 1.12 -0.19
C 2.20 0.05 -0.03
C 2.16 -0.57 1.30
C 1.37 -0.24 2.33
C 0.65 0.91 2.18
C 0.70 1.55 0.95
H 0.44 2.81 -1.29
H 1.26 1.50 -2.41
H 2.33 2.50 -1.62
H 2.82 -0.16 -0.86
H 2.61 -1.46 1.34
H 1.24 -1.02 3.14
H -0.06 1.24 2.93
H -0.07 2.34 1.03
C -2.11 -1.91 -1.44
C -2.91 -1.41 -0.36
H -2.74 -1.79 -2.45
H -1.16 -1.20 -1.64
H -1.79 -2.89 -1.16
H -3.82 -2.07 -0.25
H -3.22 -0.32 -0.71
H -2.54 -1.11 0.55
*
```

Results of the Mulliken charge analysis, in e, for atoms 1 through 4: -1.22 1.14 -0.64 -0.51

=====

Question: Which of these has the highest LUMO energy?
Answer: number 1